1.
# C48H103INO17

A cluster of 11 separate species, C48H103INO17 in total at a distorted geometry (the ωB97M-V functional and the def2-TZVPD basis, the OMol25 dataset).

The geometry in XYZ format:
```
170
Properties=species:S:1:pos:R:3:mulliken_charge:R:1
C 0.9124 2.5737 2.9028 -0.62
O 1.6570 2.2645 1.7316 -0.45
C 0.8448 2.1648 0.5697 -0.04
C 1.7033 1.7193 -0.6030 -1.03
C 1.2404 0.3980 -1.2188 -1.25
N 1.0224 -0.6385 -0.2165 2.48
C 2.2566 -1.2434 0.2770 -0.52
C 2.5673 -1.0811 1.7543 -0.12
O 3.6192 -1.4708 2.1789 -0.70
O 1.7008 -0.4634 2.5503 -0.37
C -0.0220 -1.5819 -0.5888 -0.92
C 0.0213 -2.0244 -2.0586 -1.07
C 1.2933 -2.7233 -2.4670 0.13
C 1.4300 -2.9925 -3.9772 -1.17
I -0.3108 -3.7132 -4.9552 -0.08
O -1.2654 -0.7795 -0.4810 -0.46
C -2.3847 -1.3917 -0.0290 0.26
O -3.0589 -2.0964 -0.7135 -0.65
C -2.7912 -1.0195 1.3511 -0.40
C -1.9250 -0.3053 2.1846 0.35
C -2.2923 0.0527 3.4793 -0.68
C -3.5523 -0.3099 3.9558 -0.91
C -4.4250 -0.9955 3.1143 -0.21
C -4.0561 -1.3560 1.8237 -0.12
C -0.0781 -2.8247 0.3611 0.54
O -0.2055 -3.9322 -0.1927 -0.76
O 0.0124 -2.5748 1.5758 -0.63
H 1.3650 2.0410 3.7366 0.20
H 1.0054 3.6405 3.0997 0.24
H -0.1286 2.2602 2.8330 0.22
H 0.4444 3.1631 0.3578 0.57
H -0.0108 1.5071 0.7287 0.04
H 2.7590 1.6679 -0.3494 0.32
H 1.6200 2.4804 -1.3784 0.55
H 2.0242 0.0601 -1.9094 0.21
H 0.3666 0.5767 -1.8326 0.52
H 3.0900 -0.7165 -0.1892 0.13
H 2.3778 -2.2878 0.0080 0.62
H 1.3148 0.2863 2.0797 0.16
H -0.8150 -2.7059 -2.1682 0.82
H -0.2025 -1.1847 -2.7155 0.43
H 2.1746 -2.1228 -2.2410 -0.03
H 1.4260 -3.6659 -1.9472 0.25
H 1.7837 -2.0808 -4.4481 0.28
H 2.2335 -3.7094 -4.1003 0.45
H -0.9488 -0.0804 1.7912 0.43
H -1.5704 0.5833 4.0805 0.47
H -3.8144 -0.0387 4.9675 0.44
H -5.4076 -1.2428 3.4816 0.32
H -4.7440 -1.8860 1.1838 0.68
C -6.6454 -0.0240 -1.4569 -1.46
C -7.4124 -0.2522 -0.1645 0.82
C -8.9093 -0.0486 -0.3553 -1.66
O -6.9257 0.6203 0.8537 -0.10
H -6.7855 1.0038 -1.8056 0.34
H -5.5774 -0.1751 -1.2974 0.28
H -6.9788 -0.7044 -2.2417 0.41
H -7.2230 -1.2653 0.1942 0.23
H -9.1169 0.9779 -0.6713 0.40
H -9.4431 -0.2142 0.5824 0.32
H -9.3092 -0.7292 -1.1087 0.40
H -7.0722 1.5279 0.5671 0.04
C -9.7563 -3.1014 3.6172 -1.52
C -8.4565 -2.5841 3.0179 1.21
C -7.5751 -3.7249 2.5308 -1.13
O -7.7532 -1.7958 3.9737 -0.50
H -9.5497 -3.7382 4.4820 0.37
H -10.3748 -2.2719 3.9622 0.36
H -10.3254 -3.6823 2.8893 0.38
H -8.6795 -1.9148 2.1861 -0.43
H -7.3033 -4.3797 3.3632 0.42
H -6.6475 -3.3392 2.1065 0.12
H -8.0825 -4.3236 1.7724 0.38
H -7.5375 -2.3598 4.7242 0.32
C 2.4572 7.1016 4.6020 -0.71
C 1.5242 7.1564 3.4010 0.44
C 1.3102 8.5868 2.9333 -1.09
O 0.2669 6.5653 3.7226 -0.51
H 2.0317 7.6604 5.4426 0.14
H 2.5973 6.0720 4.9323 -0.07
H 3.4337 7.5281 4.3630 0.41
H 1.9416 6.5582 2.5898 0.35
H 0.8477 9.1718 3.7307 0.02
H 0.6350 8.6131 2.0767 0.33
H 2.2519 9.0618 2.6483 0.39
H -0.1257 7.0837 4.4338 0.30
C 2.5730 -3.9154 -10.3590 -1.41
C 2.0459 -4.4221 -9.0245 0.99
C 0.9345 -5.4433 -9.2151 -1.33
O 1.5704 -3.3310 -8.2384 -0.43
H 1.7759 -3.4185 -10.9208 0.39
H 3.3665 -3.1842 -10.2015 0.32
H 2.9676 -4.7320 -10.9661 0.36
H 2.8620 -4.8733 -8.4603 -0.23
H 0.0866 -4.9930 -9.7406 0.36
H 0.5706 -5.7913 -8.2481 0.28
H 1.2807 -6.3042 -9.7904 0.38
H 0.8434 -2.9155 -8.7134 0.31
C -7.2191 4.1077 1.7834 -1.00
C -7.5928 3.5596 3.1541 0.30
C -6.4120 2.8687 3.8131 -0.93
O -8.6849 2.6461 3.0444 -0.61
H -6.9017 3.2999 1.1204 0.10
H -8.0775 4.5947 1.3182 0.27
H -6.4036 4.8288 1.8527 0.40
H -7.9462 4.3789 3.7826 0.36
H -6.0895 2.0173 3.2071 0.08
H -6.6925 2.4784 4.7917 0.30
H -5.5653 3.5463 3.9368 0.38
H -8.3914 1.8988 2.5069 0.35
C -1.8400 10.8138 7.1502 -1.41
C -0.6166 10.3348 6.3837 0.52
C 0.4475 11.4192 6.3012 -1.27
O -0.9910 9.9148 5.0716 -0.51
H -2.2943 11.6707 6.6451 0.36
H -2.5927 10.0267 7.1988 0.34
H -1.5799 11.1108 8.1672 0.37
H -0.2014 9.4529 6.8737 0.24
H 0.0599 12.2936 5.7711 0.33
H 1.3166 11.0609 5.7484 0.30
H 0.7716 11.7334 7.2944 0.40
H -1.3629 10.6743 4.6107 0.32
C 4.6146 4.2495 7.7429 -1.32
C 3.1203 4.3758 7.4831 0.53
C 2.3141 3.5737 8.4942 -1.46
O 2.8139 3.9468 6.1601 -0.43
H 4.9303 3.2071 7.6508 0.33
H 5.1792 4.8273 7.0104 0.32
H 4.8756 4.6023 8.7423 0.39
H 2.8282 5.4263 7.5330 0.25
H 2.5631 2.5118 8.4239 0.36
H 1.2468 3.6719 8.2948 0.35
H 2.5112 3.9078 9.5145 0.39
H 3.0615 3.0187 6.0831 0.30
C 6.9165 -5.5109 -6.3690 -1.34
C 5.4112 -5.4188 -6.5708 0.73
C 4.6602 -6.1419 -5.4668 -0.85
O 5.0597 -5.9705 -7.8409 -0.54
H 7.2363 -6.5567 -6.3869 0.17
H 7.4429 -4.9925 -7.1717 0.35
H 7.2152 -5.0720 -5.4154 0.39
H 5.1087 -4.3708 -6.5967 0.17
H 4.9216 -7.2038 -5.4695 -0.08
H 3.5825 -6.0732 -5.6217 0.25
H 4.8955 -5.7260 -4.4855 0.43
H 5.3220 -6.8982 -7.8340 0.31
C 5.0775 -0.3508 -5.1687 -1.41
C 4.3257 0.2504 -3.9904 0.69
C 4.9916 1.5242 -3.4915 -1.37
O 4.2324 -0.6992 -2.9321 -0.39
H 6.0962 -0.6190 -4.8735 0.34
H 4.5848 -1.2619 -5.5105 0.29
H 5.1328 0.3492 -6.0039 0.40
H 3.2987 0.4692 -4.2875 0.25
H 6.0074 1.3130 -3.1453 0.33
H 4.4384 1.9380 -2.6474 0.26
H 5.0445 2.2790 -4.2780 0.40
H 5.1247 -0.9167 -2.6418 0.28
C 7.8213 -11.0749 -5.4457 -1.41
C 7.0127 -9.8188 -5.1592 0.52
C 5.9690 -10.0610 -4.0798 -1.25
O 6.3837 -9.3571 -6.3562 -0.50
H 7.1683 -11.8746 -5.8059 0.36
H 8.5630 -10.8840 -6.2220 0.33
H 8.3359 -11.4269 -4.5506 0.38
H 7.6826 -9.0174 -4.8452 0.25
H 5.2609 -10.8305 -4.3995 0.33
H 5.3981 -9.1526 -3.8874 0.28
H 6.4316 -10.3844 -3.1466 0.39
H 5.7816 -10.0445 -6.6603 0.33
```

- frontier orbital gap (hartree) = 0.2509
- charge = -1
- E_LUMO (eV) = 1.845
- electronic energy (hartree) = -3522.29038
- max |F| (eV/Å) = 1.253

***

2.
# C6H9N3O

An isolated molecule of C6H9N3O at a distorted geometry (the ωB97M-V functional and the def2-TZVPD basis, the OMol25 dataset).

The geometry in XYZ format:
```
19
Properties=species:S:1:pos:R:3:mulliken_charge:R:1
C 0.0764 2.4922 0.0978 -1.91
C 0.7242 1.1098 -0.0234 0.92
N 1.9228 0.9017 -0.2687 -0.70
N 2.0586 -0.4247 -0.1862 0.04
C 0.9082 -1.1745 0.0845 0.21
O 0.7456 -2.3155 0.2017 -0.55
N 0.0080 -0.0886 0.2566 0.18
C -1.3384 -0.3706 0.5184 0.22
C -2.1823 -0.8797 -0.6355 -0.80
C -2.3966 0.4268 -0.0407 -0.48
H -0.4500 2.7907 -0.6368 0.52
H 0.8366 3.2769 0.4841 0.30
H -0.5145 2.4401 0.8593 0.66
H 2.9523 -0.9854 -0.3931 0.27
H -1.7462 -0.9434 1.6024 0.14
H -2.8499 -1.5942 -0.4371 0.28
H -1.6276 -0.9395 -1.4242 0.35
H -3.3402 0.7658 0.3228 0.32
H -1.9011 1.3705 -0.6093 0.03
```

- frontier orbital gap (hartree) = 0.3590
- charge = 0
- energy above the lowest of the compared OMol25 structures with the same formula, charge and spin (kcal per mole) = 85.3
- E_LUMO (eV) = 0.967
- structure (SMILES) = Cc1n[nH]c(=O)n1C1CC1
- electronic energy (hartree) = -473.41382
- max |F| (eV/Å) = 8.877

***

3.
# C6H9N2

The ion C6H9N2 with charge +1 at a distorted geometry (the ωB97M-V functional and the def2-TZVPD basis, the OMol25 dataset).

The geometry in XYZ format:
```
17
Properties=species:S:1:pos:R:3:mulliken_charge:R:1
C 3.0578 -0.3626 -0.5037 0.15
C 2.0805 -0.2101 0.2277 -0.96
C 0.7679 -0.0823 0.7698 0.19
N 0.0645 1.1704 0.4493 -0.16
C -0.7723 1.0425 -0.7719 -0.77
C -1.2054 -0.4597 -0.7440 0.18
C -1.6012 -1.2151 0.4672 -0.36
N -0.2011 -1.2870 -0.0682 -0.38
H 3.6737 -0.5884 -1.3419 0.41
H 0.5729 -0.3769 1.8834 0.39
H 0.9110 1.8063 0.4159 0.40
H -0.4785 1.5144 1.1690 0.37
H -0.1979 1.2271 -1.5930 0.35
H -1.5590 1.6821 -0.6306 0.45
H -1.2905 -0.9943 -1.7602 0.32
H -1.5736 -0.7565 1.5270 0.15
H -2.2489 -2.1098 0.5042 0.28
```

- frontier orbital gap (hartree) = 0.3885
- charge = +1
- energy above the lowest of the compared OMol25 structures with the same formula, charge and spin (kcal per mole) = 142.2
- E_LUMO (eV) = -3.516
- structure (SMILES) = C#C[C@H]1[NH2+]C[C@@H]2CN21
- electronic energy (hartree) = -343.09482
- max |F| (eV/Å) = 5.919

***

4.
# C4H8KO4

A structure of composition C4H8KO4 at a distorted geometry (the ωB97M-V functional and the def2-TZVPD basis, the OMol25 dataset).

The geometry in XYZ format:
```
17
Properties=species:S:1:pos:R:3:mulliken_charge:R:1
K 31.4706 -2.6986 -21.5283 -0.45
O 27.1595 -6.8929 -25.1897 -0.66
C 26.1817 -5.9823 -24.6899 -0.30
C 26.3898 -5.2482 -23.3164 -0.25
O 27.5398 -5.6934 -22.5948 -0.71
H 25.2847 -6.5947 -24.5976 0.12
H 25.8945 -5.2980 -25.4883 0.23
H 25.4937 -5.3564 -22.7053 0.16
H 26.5027 -4.1697 -23.4270 0.15
O 32.2291 -9.3397 -25.8939 -0.77
C 33.3173 -8.6105 -26.4454 -0.34
C 33.2229 -7.0714 -26.3983 -0.29
O 32.5026 -6.5706 -25.2240 -0.64
H 34.2232 -8.9961 -25.9778 0.16
H 33.3730 -8.9679 -27.4737 0.20
H 32.6601 -6.7146 -27.2608 0.16
H 34.2287 -6.6890 -26.5721 0.23
```

- frontier orbital gap (hartree) = 0.0659
- charge = -3
- E_LUMO (eV) = 4.992
- electronic energy (hartree) = -1057.52446
- max |F| (eV/Å) = 4.214